The following is a quantum chemistry calculation of a cluster of 2 separate species, CH4FN2 in total at a distorted geometry, from the Open Molecules 2025 dataset.

Positions of all 8 atoms, in Å:
C (1.182106, -0.071423, -0.107093)
N (1.707937, -1.082122, -0.038568)
N (0.496857, 0.968845, -0.147872)
F (-1.910504, -0.405167, -0.022322)
H (2.271799, -2.044485, 0.108503)
H (-2.678870, -0.800921, -0.072815)
H (-0.422877, 0.777739, 0.215647)
H (0.992120, 1.875238, -0.113911)

Cartesian forces (eV/Å) of the 6 atoms listed first:
1.4 -2.2 0.2
2.5 -4.0 0.3
-0.2 2.5 0.0
4.1 2.0 0.3
-2.0 3.4 -0.5
-4.1 -2.0 -0.2

Its net charge is +1. The energy above the lowest of the compared OMol25 structures with the same formula, charge and spin is 145.1 kJ/mol. For the HOMO energy, the calculation gives -0.6249 Eh. For the frontier orbital gap, the calculation gives 13.14 eV. Its LUMO energy is -3.9 eV. The energy is -249.56924 Ha.